The following is a DFT calculation (wB97M-V/def2-TZVPD) of a single C5H11N3 molecule at a distorted geometry.

Bonds (Å) are listed after each position.
CARTESIAN COORDINATES (ANGSTROEM)
1 C -1.6112 0.1860 -1.7792  N4 1.453, H11 1.095, H12 1.098, H13 1.089
2 C 1.0678 -1.7860 1.2246  N7 1.444, H14 1.094, H15 1.092, H16 1.098
3 C 0.0751 1.0681 1.4652  C5 1.501, H17 1.087, H18 1.090, H19 1.081
4 N -0.8541 -0.2188 -0.6064  C1 1.453, C5 1.682, C6 1.372
5 C 0.1767 0.9778 -0.0294  C3 1.501, N4 1.682, N8 1.251
6 C 0.2627 -0.9590 -0.9027  N4 1.372, N7 1.292, H10 1.094
7 N 1.2030 -1.4662 -0.1765  C2 1.444, C6 1.292
8 N 0.5405 1.8743 -0.8232  C5 1.251, H9 1.017
9 H 0.7272 2.7791 -0.3990  N8 1.017
10 H 0.4820 -0.9974 -1.9737  C6 1.094
11 H -2.1092 -0.6928 -2.2031  C1 1.095
12 H -0.9982 0.6016 -2.5901  C1 1.098
13 H -2.3024 0.9730 -1.4799  C1 1.089
14 H 1.4919 -2.7861 1.3580  C2 1.094
15 H 0.0374 -1.8094 1.5872  C2 1.092
16 H 1.6957 -1.1189 1.8303  C2 1.098
17 H 1.0614 1.0921 1.9212  C3 1.087
18 H -0.4139 2.0121 1.7058  C3 1.090
19 H -0.5323 0.2706 1.8707  C3 1.081

The charge is 0. The largest force on an atom is 3.77 eV/Å. The energy comes out at -9830.90761 eV. The energy above the lowest of the compared OMol25 structures with the same formula, charge and spin comes out at 289.3 kJ/mol. The SMILES is [H]/N=C(\C)N(C)/C=N\C. The calculation puts the HOMO-LUMO gap at 9.49 eV.